The following is a DFT calculation (wB97M-V/def2-TZVPD) of a molecular structure, C31H27BN4O7Ru.

The geometry in ORCA input format:
```
! RIJCOSX wB97M-V def2-TZVPD def2/J DEFGRID3
* xyz -1 2
Ru 0.2825 -1.5928 -0.4025
C -4.0043 -1.5471 -1.2740
C -2.6103 -1.3600 -1.4218
N -1.7842 -1.4552 -0.4142
C -2.2706 -1.7476 0.8455
C -3.6351 -1.9848 1.0631
C -4.5032 -1.8636 -0.0526
C -4.0802 -2.3429 2.3606
C -3.1708 -2.4421 3.3733
C -1.8027 -2.1536 3.1868
C -1.3229 -1.7782 1.9454
N -0.0464 -1.4801 1.5787
C 1.0162 -1.1438 2.3473
C 1.0447 -0.7427 3.6744
C 2.2574 -0.3693 4.2876
C 3.4509 -0.3981 3.6258
C 3.4767 -0.7908 2.2631
C 4.6629 -0.8335 1.4891
C 4.6114 -1.1980 0.1822
C 3.3637 -1.5172 -0.3954
N 2.2486 -1.4851 0.2864
C 2.2775 -1.1415 1.6231
H -4.6472 -1.4503 -2.1384
H -2.1672 -1.1414 -2.3858
H -5.5663 -2.0272 0.0858
H -5.1297 -2.5536 2.5258
H -3.5062 -2.7527 4.3564
H -1.1163 -2.2661 4.0135
H 0.1224 -0.6743 4.2328
H 2.2360 -0.0470 5.3231
H 4.3734 -0.1087 4.1141
H 5.6056 -0.5652 1.9536
H 5.5043 -1.2386 -0.4270
H 3.2735 -1.7886 -1.4402
O 0.2545 -2.2564 -6.5336
C 0.3307 -2.0876 -5.1730
C -0.1107 -3.1128 -4.3081
C -0.0027 -2.8780 -2.9474
N 0.4649 -1.7499 -2.4479
C 0.8644 -0.7286 -3.2655
C 0.8336 -0.9139 -4.6832
C 1.2308 0.5009 -2.6812
O 1.6810 1.5147 -3.2106
O 1.0617 0.5378 -1.2416
C -0.3759 -3.9099 -1.8894
O -0.8926 -4.9636 -2.2396
O -0.0708 -3.5858 -0.6711
H -0.1727 -3.1013 -6.6961
H -0.4946 -4.0640 -4.6526
H 1.1715 -0.1173 -5.3303
C -0.3602 2.9430 2.1129
C 0.3740 3.3604 0.8457
C 1.3283 4.4992 1.1586
O 1.1623 2.2318 0.4338
B 0.6070 1.7132 -0.7076
O -0.4873 2.4112 -1.1559
C -0.5806 3.6242 -0.3901
C -2.0392 3.8288 -0.0199
C -0.1127 4.7535 -1.2978
H 0.3789 2.6910 2.8750
H -0.9666 2.0529 1.9361
H -0.9996 3.7418 2.4925
H 1.9951 4.1839 1.9624
H 0.7819 5.3862 1.4887
H 1.9394 4.7580 0.2963
H -2.4395 2.9643 0.5066
H -2.6181 3.9648 -0.9344
H -2.1642 4.7170 0.6038
H 0.9034 4.5726 -1.6496
H -0.1595 5.7223 -0.7966
H -0.7602 4.7774 -2.1751
*
```

## Properties
- HOMO-LUMO gap (spin up / spin down): 4.942 / 6.070 eV
- E_HOMO (spin up / spin down): -2.42 / -3.55 eV

The following is a DFT calculation (wB97M-V/def2-TZVPD) of 4 unconnected molecules or ions with the total composition C17H34BNO10S.

The geometry in ORCA input format:
```
! RIJCOSX wB97M-V def2-TZVPD def2/J DEFGRID3
* xyz 0 1
C 2.4312 0.2102 0.8773
C 2.5596 -0.1455 -0.6148
C 2.0797 0.9821 -1.5324
C 1.9293 -1.5129 -0.9351
B 0.3822 -1.6808 -0.7657
C -0.7157 -0.8388 -1.5202
C -1.5384 -0.0201 -0.5277
C -2.8550 -0.6772 -0.1514
O -0.7630 0.1465 0.6796
N -0.1602 -2.7988 0.0449
C 0.2787 -3.0884 1.1364
S 0.8442 -3.4568 2.5413
H 1.6694 -0.3854 1.3746
H 3.3678 0.0365 1.4045
H 2.1824 1.2630 1.0044
H 3.6274 -0.2609 -0.8111
H 2.8421 1.7496 -1.6361
H 1.1820 1.4542 -1.1295
H 1.8148 0.5899 -2.5123
H 2.4758 -2.2667 -0.3636
H 2.1266 -1.7445 -1.9900
H -1.3737 -1.5614 -2.0104
H -0.2806 -0.2292 -2.3079
H -1.7548 0.9663 -0.9414
H -3.4286 0.0093 0.4672
H -2.6375 -1.5824 0.4122
H -3.4148 -0.9193 -1.0508
H -0.5727 1.0799 0.7957
C -6.8964 -0.7783 5.1836
O -5.8248 -0.2434 4.4030
C -4.6755 -0.9075 4.5272
O -4.4962 -1.8742 5.2185
O -3.7682 -0.3159 3.7569
C -2.4747 -0.9298 3.7866
H -7.7534 -0.1432 4.9821
H -7.1125 -1.8026 4.8872
H -6.6507 -0.7494 6.2431
H -2.5280 -1.9580 3.4345
H -2.0614 -0.9024 4.7927
H -1.8476 -0.3528 3.1131
C -0.7394 -4.0306 -3.6073
O 0.4142 -3.5084 -4.2729
C 0.3044 -3.4521 -5.5985
O -0.6502 -3.7967 -6.2415
O 1.4356 -2.9491 -6.0884
C 1.4575 -2.8358 -7.5142
H -0.5052 -4.0102 -2.5464
H -1.6098 -3.4076 -3.8045
H -0.9423 -5.0525 -3.9201
H 0.6657 -2.1736 -7.8579
H 1.3431 -3.8134 -7.9776
H 2.4279 -2.4172 -7.7613
C 2.5158 6.0841 3.9863
O 3.2477 6.5131 2.8342
C 3.3796 5.5834 1.8931
O 2.9464 4.4622 1.9422
O 4.0747 6.1033 0.8831
C 4.2960 5.1929 -0.1967
H 2.4936 6.9382 4.6554
H 1.5028 5.7980 3.7116
H 3.0154 5.2455 4.4666
H 3.3495 4.8666 -0.6230
H 4.8631 4.3283 0.1422
H 4.8668 5.7402 -0.9402
*
```

## Properties
- HOMO-LUMO gap: 9.748 eV
- E_HOMO: -9.33 eV

The following is a DFT calculation (wB97M-V/def2-TZVPD) of a molecular structure, C8H7AsF6N5PbSSe.

The geometry in ORCA input format:
```
! RIJCOSX wB97M-V def2-TZVPD def2/J DEFGRID3
* xyz 2 2
Pb 0.1206 1.6046 -1.9616
N 3.7393 -0.4379 -0.2386
C 2.9518 -0.2542 -1.2500
S 2.8893 1.0347 -2.3144
N 2.1064 -1.3920 -1.6045
N 1.2138 -1.7030 -0.8815
C 0.2052 -2.1345 -0.2686
C -1.1620 -1.6417 -0.4524
C -2.1669 -2.3348 0.1962
C -3.4809 -1.9150 0.0126
C -3.7165 -0.8339 -0.8093
C -2.6326 -0.1959 -1.4118
N -1.3733 -0.5731 -1.2382
H 4.3711 0.3077 0.0345
H 3.6783 -1.2399 0.3781
H 0.4088 -2.9292 0.4459
H -1.9354 -3.1856 0.8232
H -4.2943 -2.4304 0.5046
H -4.7184 -0.4703 -0.9887
H -2.8090 0.6570 -2.0602
F 0.8186 0.8492 0.0892
As 0.6854 0.7977 2.0434
F 1.2141 -0.8469 1.8134
F 2.3281 1.2908 1.9871
F 0.5898 0.6690 3.7144
F 0.1910 2.4286 1.9462
F -0.9252 0.2895 1.7325
Se 0.7716 6.2125 0.7291
C 0.5345 4.6869 -0.2006
N 0.3967 3.6903 -0.7703
*
```

## Properties
- HOMO-LUMO gap (spin up / spin down): 7.408 / 6.619 eV
- E_HOMO (spin up / spin down): -16.04 / -15.67 eV

Across the entries above, energy above the lowest of the compared OMol25 structures with the same formula, charge and spin takes the values 0.0; 111.5; 0.0 kJ/mol, respectively.
Across the entries above, largest force on an atom takes the values 1.69; 1.17; 0.35 eV Å⁻¹, respectively.